C26H39BIrN8S4 as an isolated structure. Source: the OMol25 dataset; level of theory: ωB97M-V/def2-TZVPD.

As for the total charge: +1. Its energy is -86373.8455 eV. The orbital gap is 6.67 eV. Its spin multiplicity is 1. Its HOMO energy is -10.25 eV.

XYZ file:
```
79
Properties=species:S:1:pos:R:3:forces:R:3:lowdin_charge:R:1
Ir 0.8252 0.5066 0.9054 0.951 0.017 -0.187 0.451
C 4.7451 2.1126 -3.2990 -0.019 -0.021 -0.031 -0.048
C 4.0587 1.1549 -2.3276 -0.093 0.016 -0.095 -0.537
C 4.0891 1.7762 -0.9336 -0.016 0.025 0.060 -0.037
C 4.7778 -0.1891 -2.3786 -0.025 -0.092 0.007 -0.039
N 2.6236 0.9801 -2.7561 0.183 0.250 -0.078 0.024
C 2.0324 1.6783 -3.8029 0.152 -0.073 0.179 -0.017
C 0.7342 1.3370 -3.8222 -0.121 -0.129 0.099 -0.034
N 0.5144 0.4358 -2.7984 -0.221 0.067 -0.080 0.032
B -0.9384 -0.0246 -2.5067 0.065 -0.014 0.032 -0.564
N -1.0358 -1.3759 -1.7492 0.252 0.090 -0.155 0.032
C -1.0110 -2.5481 -2.4606 -0.139 0.018 -0.014 -0.024
C -1.1903 -3.5639 -1.5937 -0.024 0.039 0.071 -0.012
N -1.2980 -3.0078 -0.3339 0.048 -0.209 0.200 0.026
C -1.1561 -1.6665 -0.4463 -0.198 0.038 0.080 -0.574
S -1.1877 -0.5063 0.8871 -0.285 -0.248 -0.191 0.689
C -1.6167 -3.8086 0.9058 -0.024 0.022 -0.177 -0.534
C -2.9724 -3.3614 1.4443 -0.019 0.072 -0.024 -0.024
C -0.5081 -3.6326 1.9303 0.135 -0.001 0.086 -0.044
C -1.6941 -5.2847 0.5246 -0.020 -0.011 -0.018 -0.047
N -1.7817 1.0492 -1.7779 -0.205 -0.117 -0.314 0.029
C -3.1482 1.0797 -1.9790 0.160 -0.015 -0.042 -0.028
C -3.6400 2.1351 -1.3079 0.133 0.116 0.117 -0.014
N -2.5689 2.7594 -0.6850 -0.252 0.102 0.153 0.028
C -1.4506 2.0584 -0.9682 0.217 0.200 0.152 -0.620
S 0.1563 2.3714 -0.3628 -0.276 -0.136 -0.217 0.638
C -2.6985 3.9757 0.1987 -0.047 -0.087 -0.069 -0.536
C -4.1463 4.4572 0.1539 -0.016 -0.016 0.000 -0.050
C -2.3467 3.5894 1.6310 0.008 -0.034 0.024 -0.041
C -1.8054 5.0920 -0.3336 0.067 0.003 -0.067 -0.037
C 1.6736 0.2359 -2.1563 0.057 -0.244 -0.022 -0.648
S 1.8764 -0.8220 -0.7785 -0.132 0.574 -0.140 0.649
H 5.7841 2.2123 -2.9890 -0.006 0.007 -0.003 0.097
H 4.2977 3.1071 -3.2805 0.007 -0.013 0.007 0.091
H 4.7390 1.7309 -4.3212 0.016 -0.001 0.018 0.094
H 5.1262 1.9205 -0.6277 -0.013 0.015 -0.030 0.098
H 3.6107 1.1309 -0.1990 0.037 0.012 -0.013 0.030
H 3.5909 2.7475 -0.9388 -0.001 -0.017 0.013 0.092
H 5.8375 -0.0298 -2.1772 -0.010 -0.008 -0.001 0.095
H 4.6804 -0.6346 -3.3701 0.023 0.007 0.008 0.097
H 4.3893 -0.8874 -1.6400 0.014 0.032 -0.033 0.038
H 2.5743 2.3481 -4.4406 0.020 -0.025 0.016 0.119
H -0.0600 1.6557 -4.4741 0.009 -0.028 0.010 0.134
H -1.4670 -0.1922 -3.5782 0.064 -0.046 0.083 0.130
H -0.9056 -2.5582 -3.5311 0.007 0.018 0.024 0.135
H -1.2681 -4.6169 -1.7802 0.006 0.028 0.027 0.120
H -2.9660 -2.3102 1.7299 0.008 -0.013 0.019 0.052
H -3.2189 -3.9495 2.3291 0.001 0.002 -0.023 0.099
H -3.7524 -3.5189 0.6974 0.005 -0.005 0.017 0.097
H -0.4825 -2.6234 2.3303 0.003 0.017 0.007 0.035
H 0.4590 -3.8639 1.4797 0.010 -0.009 0.027 0.096
H -0.6781 -4.3275 2.7548 0.019 0.020 -0.018 0.099
H -2.4961 -5.4863 -0.1868 0.008 0.006 0.021 0.092
H -1.9091 -5.8499 1.4301 -0.002 -0.001 -0.008 0.098
H -0.7498 -5.6512 0.1190 -0.010 -0.006 0.032 0.095
H -3.6457 0.3554 -2.5992 0.023 0.010 -0.005 0.132
H -4.6492 2.4881 -1.2291 0.025 0.028 -0.009 0.119
H -4.8345 3.7374 0.5996 0.015 0.006 -0.009 0.092
H -4.4699 4.6888 -0.8621 0.011 0.022 0.020 0.092
H -4.2070 5.3746 0.7375 -0.010 -0.010 0.005 0.097
H -2.9751 2.7645 1.9722 0.009 0.015 -0.001 0.097
H -2.5158 4.4462 2.2847 -0.001 -0.018 -0.016 0.100
H -1.3060 3.2919 1.7166 0.010 0.023 0.001 0.002
H -2.1088 5.3776 -1.3427 0.003 -0.001 0.014 0.096
H -0.7547 4.8097 -0.3472 -0.043 0.001 0.024 0.037
H -1.9119 5.9615 0.3157 -0.006 0.004 -0.022 0.096
C 0.9695 -2.5858 6.1239 0.046 0.051 -0.017 -0.015
C 1.2925 -1.8747 4.8480 -0.054 0.026 0.076 -0.302
C 2.1339 -2.4520 3.8880 0.034 -0.031 0.131 -0.014
C 2.2510 -1.8145 2.6826 0.305 0.196 -0.299 -0.121
N 1.6536 -0.6376 2.4653 -0.710 -0.469 0.182 -0.154
C 0.9311 -0.1020 3.4772 -0.030 -0.008 0.593 -0.825
S 0.2638 1.4284 3.0054 -0.148 -0.013 0.040 0.605
N 0.7064 -0.6939 4.6447 0.165 0.008 -0.182 0.138
H 1.8341 -3.1225 6.5129 -0.007 0.008 -0.014 0.087
H 0.1824 -3.3194 5.9312 0.009 0.008 0.006 0.092
H 0.6013 -1.8797 6.8631 0.012 -0.001 0.003 0.087
H 2.6512 -3.3817 4.0769 -0.040 0.000 -0.004 0.121
H 2.8603 -2.2066 1.8758 -0.130 -0.048 -0.056 0.118
```
Forces are in eV/Å.



C26H39BeCl3F3Li2N3NaO14S2 as an isolated structure. Source: the OMol25 dataset; level of theory: ωB97M-V/def2-TZVPD.

As for the total charge: +1. Its energy is -133316.6659 eV. The orbital gap is 0.80 eV. Its spin multiplicity is 1. Its HOMO energy is -7.03 eV.

XYZ file:
```
94
Properties=species:S:1:pos:R:3:forces:R:3:lowdin_charge:R:1
C 5.3155 3.2575 -1.4450 0.747 -0.807 0.052 -0.104
C 5.4301 1.5967 -1.2822 1.052 0.207 -0.619 -0.161
C 4.2203 0.7971 -2.0859 1.012 1.730 -1.362 -0.221
F 4.9005 -0.1791 -2.9793 -1.754 1.357 2.048 -0.106
C 3.0685 0.1582 -1.1108 0.291 3.337 0.429 -0.253
S 3.8387 -1.3691 -0.3549 -4.694 -7.234 5.463 0.947
O 3.4713 -1.4135 1.1804 2.180 1.460 -5.740 -0.350
O 3.1444 -2.6472 -0.9586 3.790 5.575 0.863 -0.308
F 5.5492 -1.4457 -0.4185 -3.205 0.754 -0.496 -0.216
C 2.7974 1.4407 -0.0701 1.698 0.526 4.359 -0.184
O 3.2683 1.6303 1.1688 -3.656 -0.614 -8.971 0.045
O 1.9399 2.3365 -0.9156 1.740 -1.467 2.411 -0.073
C 0.9289 1.6594 -1.7954 0.611 0.714 1.492 -0.275
C 0.9168 2.3582 -3.2779 -0.494 0.139 -0.761 -0.164
C 0.5064 3.9445 -3.3104 0.355 0.605 -1.128 -0.176
C 1.6763 4.9669 -2.7453 -0.337 -0.360 1.704 -0.240
N 1.0960 5.5751 -1.4512 0.947 0.053 -0.339 -0.067
C -0.4646 2.0576 -1.0312 -0.618 -0.515 0.685 -0.068
O -1.5730 1.5239 -1.8905 -1.069 -0.710 2.333 -0.132
C -2.5643 0.8041 -1.0725 0.031 0.417 1.006 -0.162
O -3.8979 0.6686 -1.7273 0.987 2.250 1.629 -0.275
C -4.9733 0.6344 -0.6873 -1.359 0.620 1.377 -0.195
C -5.6451 2.1445 -0.4356 0.321 0.760 -0.180 -0.296
O -4.8202 3.2356 -0.9815 -0.242 -1.433 -0.620 -0.127
C 1.4939 0.0888 -1.6653 0.429 -1.647 -3.662 -0.520
S 1.7035 -0.5503 -3.4578 -0.216 0.310 0.247 0.795
N 0.5704 -0.9752 -1.1353 -0.374 0.918 8.341 0.083
C 0.4354 -0.9696 0.2227 -0.052 3.247 2.989 -0.043
O 0.2629 -0.7209 1.5466 1.032 -2.627 -10.540 0.007
H 4.5262 3.7199 -0.7147 1.444 -0.827 -1.587 0.077
H 5.1135 3.4874 -2.5827 0.175 -0.335 2.359 0.084
H 6.3926 3.7012 -1.2036 -2.428 -0.934 -0.387 0.096
H 5.5741 1.2540 -0.1730 -0.552 0.731 -2.069 0.119
H 6.4513 1.3236 -1.8376 -2.476 0.330 1.087 0.124
H 3.7465 1.6161 -2.8140 0.779 -2.131 1.595 0.149
H 0.0746 1.7901 -3.9050 2.113 1.074 1.462 0.124
H 1.9589 2.2881 -3.8564 -2.342 -0.214 1.489 0.120
H 0.3798 4.2255 -4.4642 0.212 -0.886 2.411 0.121
H -0.5509 4.1868 -2.8283 2.457 -0.520 -0.826 0.120
H 2.6595 4.3966 -2.3896 -1.922 0.959 -1.507 0.095
H 1.9265 5.8552 -3.4726 -0.559 -1.961 1.364 0.122
H 1.6831 6.3875 -1.1416 -0.699 -1.249 -0.290 0.067
H 1.0852 4.8604 -0.6831 0.344 0.947 -1.083 0.051
H -0.5609 1.6111 0.0714 0.574 0.649 -2.433 0.147
H -0.6137 3.2315 -0.8717 0.614 -2.573 -0.765 0.154
H -2.1916 -0.3146 -0.8994 -0.312 2.162 -0.103 0.146
H -2.7827 1.3631 -0.0434 0.791 -1.211 -2.209 0.175
H -4.5955 0.1497 0.3293 -0.387 1.045 -2.041 0.111
H -5.8959 -0.0439 -1.0235 1.909 1.392 0.113 0.077
H -6.7106 2.2224 -0.9516 3.272 -0.042 1.181 -0.143
H -5.8255 2.3091 0.7144 0.699 -0.251 -2.260 0.137
H -4.9120 3.2007 -1.9804 0.074 -0.020 1.895 0.113
H 1.1057 -1.8215 -3.5214 0.779 -0.579 0.468 -0.106
Cl -8.1106 1.2512 -0.9812 -3.788 -1.578 -0.579 -0.166
Cl 7.1949 -4.2273 -5.8613 -0.016 -0.172 -0.082 0.561
C 6.5543 -2.6125 -5.4650 -0.254 -0.184 -0.277 -0.672
C 5.0368 -2.6049 -5.3721 0.816 0.427 1.215 -0.594
Cl 4.2641 -2.8455 -6.9593 -0.292 -0.049 -0.818 0.533
H 6.9155 -1.9093 -6.2218 -0.125 -0.644 0.386 0.029
H 6.9873 -2.3286 -4.5014 -0.205 -0.008 -0.141 0.080
H 4.6924 -1.6364 -4.9969 -0.012 -0.190 -0.111 0.063
H 4.6700 -3.3817 -4.6943 -0.264 0.061 -0.389 0.094
Na -4.1106 -1.2320 -1.9090 -0.178 -2.582 -0.646 0.699
F 1.5894 -3.5844 -3.9233 -0.347 0.973 -0.033 -0.772
Be -10.7106 1.1360 -1.5608 0.961 0.004 0.217 0.177
C 7.3815 0.4971 -4.9160 -0.053 -0.153 -0.538 -0.964
O 7.1912 -0.0665 -5.9828 -0.217 0.263 -1.288 0.117
O 6.8009 1.5210 -4.5376 -0.866 1.541 0.445 0.242
O 8.1840 0.1307 -4.0498 1.135 -0.610 1.217 0.262
N -4.7661 -1.2496 2.2954 -0.429 -0.742 0.591 0.051
C -4.2524 -1.5661 3.5043 -0.146 0.325 -0.788 -0.138
C -4.8534 -2.4455 4.3906 -0.207 -0.110 -0.184 -0.077
C -6.0570 -3.0350 4.0187 -0.009 -0.011 -0.052 -0.074
C -6.6121 -2.7275 2.7807 0.090 -0.096 0.241 -0.059
C -5.9346 -1.8390 1.9613 0.779 0.414 0.133 -0.137
H -3.3138 -1.0779 3.7500 -0.064 -0.038 0.002 0.106
H -4.3944 -2.6651 5.3479 -0.049 0.103 -0.013 0.087
H -6.5582 -3.7285 4.6876 0.018 0.100 -0.078 0.106
H -7.5490 -3.1697 2.4617 0.091 0.082 0.012 0.110
H -6.3253 -1.5698 0.9840 -0.118 0.004 0.102 0.095
Li 4.9894 -1.4844 -8.8194 -0.013 -0.252 0.655 0.805
C -4.7482 -2.4762 10.8935 -0.825 0.291 0.242 -0.034
O -3.3982 -2.8584 10.6371 0.861 -0.431 -1.678 0.007
C -3.1160 -3.0652 9.3260 -1.147 0.595 0.675 -0.553
O -3.9002 -2.9517 8.3970 1.301 -0.481 0.980 0.106
O -1.8099 -3.4199 9.2277 -0.374 -0.283 -0.447 0.010
C -1.3687 -3.6707 7.8948 0.648 0.756 0.606 -0.042
H -4.8612 -2.3376 11.9722 0.339 -0.112 -0.238 0.104
H -4.9817 -1.5280 10.3983 0.029 -0.281 -0.024 0.106
H -5.4396 -3.2622 10.5731 0.145 0.210 -0.077 0.101
H -1.4670 -2.7704 7.2797 -0.242 -0.402 -0.104 0.122
H -1.9250 -4.5046 7.4545 -0.459 0.052 -0.260 0.021
H -0.3112 -3.9459 7.9350 -0.208 0.085 0.253 0.112
Li -2.2106 -6.3659 6.9905 -0.015 -0.002 0.002 0.933
```
Forces are in eV/Å.



A 6-piece molecular cluster, C26H39Br11N2O2P overall. Source: the OMol25 dataset; level of theory: ωB97M-V/def2-TZVPD.

As for the total charge: +1. Its energy is -814419.8386 eV. The orbital gap is 6.37 eV. Its spin multiplicity is 1. Its HOMO energy is -11.20 eV.

XYZ file:
```
81
Properties=species:S:1:pos:R:3:forces:R:3:lowdin_charge:R:1
C 1.0991 3.3085 2.8964 -0.281 0.845 0.235 -0.070
C 1.5574 4.3354 1.8423 0.605 -0.321 0.359 -0.251
C 2.8209 3.9243 1.0367 -0.659 0.773 0.154 -0.604
Br 4.3627 4.9040 1.6801 0.072 -0.263 -0.141 0.856
N 3.0144 2.4565 0.9940 0.200 -0.369 -0.336 -0.011
C 3.9856 1.8586 1.7066 0.424 -0.360 0.489 -0.032
C 4.1870 0.5016 1.6932 -0.184 -0.073 -0.148 0.069
C 3.3495 -0.2843 0.9181 -0.284 0.238 -0.214 -0.083
C 3.5443 -1.7761 0.9248 -0.300 0.211 -0.196 -0.496
O 4.5014 -2.2616 1.4158 0.790 -0.481 0.327 0.190
O 2.5431 -2.5055 0.3482 -0.128 0.360 0.923 -0.164
P 1.1743 -2.7276 1.2685 -1.859 -0.380 -0.957 0.697
N -0.0772 -2.8844 0.3729 0.349 0.120 0.488 -0.230
C 2.3508 0.3312 0.1856 0.280 -0.081 0.326 0.068
C 2.1801 1.7123 0.2267 -0.490 -0.204 -0.355 -0.108
C 1.0398 2.2705 -0.5997 -0.090 -0.312 -0.121 -0.038
C -0.3239 2.2328 0.0752 -0.289 0.007 0.442 -0.240
C -0.8043 1.0748 0.6838 -0.054 -0.253 0.142 -0.060
C -2.0519 1.0449 1.2861 -0.191 0.277 0.177 -0.088
C -2.8686 2.1740 1.2924 0.463 -0.023 -0.100 -0.157
C -2.4135 3.3197 0.6566 0.174 0.128 0.264 -0.201
C -1.1574 3.3411 0.0651 0.419 0.143 0.069 -0.114
H 0.1025 2.9451 2.6664 0.098 -0.410 -0.170 0.049
H 0.9959 3.8297 3.8466 0.021 -0.049 0.095 0.052
H 1.8035 2.4996 3.0746 -0.118 -0.166 -0.112 0.077
H 0.7828 4.6153 1.1354 -0.175 -0.256 0.047 0.072
H 1.8142 5.2485 2.3682 0.015 0.144 -0.111 0.077
H 2.6969 4.2434 0.0100 0.238 -0.029 -0.098 0.093
H 4.6212 2.4596 2.3356 -0.130 0.359 -0.162 0.089
H 4.9704 0.0427 2.2760 0.090 0.105 0.071 0.144
H 1.4146 -3.8681 2.0422 0.694 0.189 -0.096 0.033
H 1.0571 -1.6322 2.1533 0.757 -0.085 0.146 0.034
H -0.7704 -2.1686 0.5559 -0.151 -0.041 -0.401 -0.048
H 1.6859 -0.2822 -0.4055 -0.049 0.136 -0.195 0.135
H 1.2358 3.2492 -1.0311 0.055 0.101 0.166 0.125
H 0.9620 1.5800 -1.4408 0.122 0.103 -0.183 0.139
H -0.2370 0.1528 0.7108 0.190 0.054 -0.108 0.076
H -2.4080 0.1493 1.7777 0.085 -0.117 -0.093 0.114
H -3.8399 2.1264 1.7619 -0.084 0.089 -0.027 0.116
H -3.0069 4.2211 0.6034 -0.149 -0.056 0.048 0.108
H -0.8059 4.2531 -0.4045 -0.133 0.040 -0.071 0.123
Br -3.8994 4.8528 -3.7391 0.088 -0.005 0.077 0.613
C -2.9165 3.2226 -4.1434 -0.174 0.148 -0.140 -0.693
C -3.6281 1.9984 -3.6349 0.155 -0.258 0.120 -0.668
Br -3.4274 1.8229 -1.7072 -0.384 0.054 -0.638 0.772
H -1.9270 3.3411 -3.7125 -0.002 -0.057 0.010 0.042
H -2.8383 3.1946 -5.2280 -0.020 -0.040 0.002 0.061
H -3.1888 1.0964 -4.0574 -0.023 -0.002 -0.009 0.022
H -4.6928 2.0060 -3.8426 0.006 0.044 -0.042 0.051
Br -4.9824 -1.2363 -5.2632 0.070 0.041 0.005 0.632
C -3.7523 -2.6527 -4.7365 -0.217 -0.022 -0.102 -0.706
C -3.8894 -2.9962 -3.2801 0.242 -0.029 0.192 -0.696
Br -3.0448 -1.6538 -2.1444 -0.089 -0.032 -0.061 0.594
H -2.7543 -2.3159 -4.9977 0.019 -0.024 0.039 0.055
H -4.0189 -3.5078 -5.3535 0.018 -0.031 0.040 -0.013
H -3.3720 -3.9257 -3.0611 -0.048 0.061 -0.031 -0.027
H -4.9220 -3.0742 -2.9558 -0.020 0.044 -0.053 0.057
Br -4.3991 -5.6681 -7.3788 0.071 0.029 0.012 0.643
C -3.1747 -7.0961 -6.8794 -0.217 0.028 -0.110 -0.687
C -3.3019 -7.4499 -5.4226 0.184 -0.053 0.084 -0.672
Br -2.4409 -6.1223 -4.2867 0.014 -0.124 -0.049 0.686
H -2.1772 -6.7632 -7.1461 0.018 -0.016 0.044 0.052
H -3.4524 -7.9441 -7.5014 -0.006 -0.024 0.040 0.061
H -2.7883 -8.3847 -5.2099 0.022 0.009 -0.035 0.060
H -4.3330 -7.5230 -5.0934 -0.019 0.024 -0.049 0.054
Br -0.8691 4.4388 6.4387 -0.010 0.060 -0.028 0.627
C -2.5494 4.5324 5.4624 0.124 -0.155 0.164 -0.677
C -2.3542 4.2050 4.0068 -0.139 0.193 -0.077 -0.680
Br -1.5460 5.6924 3.0464 0.066 0.051 0.055 0.702
H -2.9533 5.5267 5.6216 -0.002 0.007 -0.046 0.055
H -3.1989 3.7978 5.9332 -0.009 -0.016 -0.045 0.063
H -3.3109 4.0355 3.5188 -0.028 0.015 0.038 0.056
H -1.7146 3.3423 3.8532 -0.018 -0.023 0.042 0.033
Br 7.6968 -3.2764 4.9570 0.037 0.027 -0.059 0.605
C 6.9637 -4.1050 3.3557 -0.135 0.127 0.204 -0.716
C 6.9398 -5.6059 3.4661 0.150 -0.132 -0.201 -0.705
Br 8.7087 -6.3702 3.2144 -0.028 0.010 0.072 0.618
H 7.5593 -3.7539 2.5195 0.017 -0.065 -0.018 0.050
H 5.9539 -3.7106 3.2694 -0.017 -0.064 -0.037 0.033
H 6.3268 -6.0345 2.6760 -0.025 0.051 -0.003 0.056
H 6.5810 -5.9506 4.4305 -0.014 0.055 0.016 0.050
```
Forces are in eV/Å.